Entry 1:
Here is an isolated molecule of C4H6N4O at a distorted geometry from the Open Molecules 2025 dataset. Energies are from the ωB97M-V functional and the def2-TZVPD basis.

```
! wB97M-V def2-TZVPD RIJCOSX def2/J DEFGRID3
* xyz 0 1
C 0.00060 0.08165 1.72201
C 0.95698 1.04117 1.20370
C -1.01698 -0.81423 -0.18776
C -0.11802 -0.57165 -1.18320
N -0.82380 -0.67504 1.16211
N 0.66660 -0.51232 -2.09577
N 1.29112 1.30707 0.01869
N -2.23600 -1.25648 -0.69232
O 2.13989 2.38329 -0.26557
H 0.11696 -0.00270 2.84229
H 1.03982 1.80634 1.97087
H 1.32451 -1.28104 -2.20397
H -2.73305 -0.81629 -1.52900
H -2.82107 -1.43727 0.12919
H 1.98308 2.29714 -1.25206
*
```

Summary:
HOMO-LUMO gap = 7.41 eV
M = 126.12 u
Energy relative to the best compared isomer or geometry (same formula, charge and spin) = 473.9 kJ/mol
SMILES = N=C=C(N)/N=C\C=N\O
E_HOMO = -0.2689 hartree

=====

Entry 2:
Here is an isolated molecule of C4H6N4O at a distorted geometry from the Open Molecules 2025 dataset. Energies are from the ωB97M-V functional and the def2-TZVPD basis.

```
! wB97M-V def2-TZVPD RIJCOSX def2/J DEFGRID3
* xyz 0 1
C -0.79045 2.00521 0.12533
C -0.03738 0.80202 -0.13360
C 1.42000 -0.70412 -0.22293
C -2.04484 -0.92563 -0.00431
H -1.94863 1.83309 -0.49420
H -0.26833 2.97193 -0.12969
H -0.84232 2.18855 1.40470
H 2.63871 -2.52703 0.46461
H 3.29147 -0.96953 -0.70388
H -2.56096 -0.03494 -0.23256
N 1.26496 0.68773 -0.33808
N 2.63553 -1.29026 0.24467
N 0.31644 -1.47768 0.00663
N -0.63651 -0.50335 0.12567
O -2.43770 -2.05597 -0.11237
*
```

Summary:
HOMO-LUMO gap = 8.94 eV
M = 126.12 u
Energy relative to the best compared isomer or geometry (same formula, charge and spin) = 356.9 kJ/mol
SMILES = Cc1nc(N)nn1C=O
E_HOMO = -0.3228 hartree